# C3H2N2O3

An isolated molecule of C3H2N2O3 at a distorted geometry (wB97M-V/def2-TZVPD, the OMol25 dataset).

Values from the calculation:
Energy, Eh: -450.71043
M, g mol⁻¹: 114.1
Energy relative to the best compared isomer or geometry (same formula, charge and spin), kcal per mole: 58.3
SMILES: N#CC(=O)NC(=O)O
Frontier orbital gap, eV: 11.16

Last column: natural (NBO) charge in e.
Geometry (Å):
N1 0.65632 0.62446 -0.35377  -0.708
C1 -0.72662 0.97755 -0.94817  0.941
C2 1.10388 -0.29715 0.48081  0.776
O1 -1.66770 0.19831 -0.57159  -0.637
C3 -0.27033 -1.31302 1.01796  -0.086
O2 -0.70840 1.90029 -1.69373  -0.544
O3 2.11684 -0.51262 1.04001  -0.468
N2 -0.53762 -2.30766 1.53507  -0.200
H1 -1.30855 -0.60045 0.10348  0.485
H2 1.34217 1.33028 -0.61006  0.440